Record 1
Density functional theory data (ωB97M-V/def2-TZVPD) for C42H44AsN6O3PdS as an isolated structure.

Frontier orbital gap (eV): 8.19
Multiplicity: 1
HOMO level (eV): -10.3
Charge: +1
Energy above the lowest of the compared OMol25 structures with the same formula, charge and spin (kcal per mole): 4.1

Structure (XYZ):
```
98
Properties=species:S:1:pos:R:3:forces:R:3
Pd -0.35589 -0.08571 0.53191 0.5 -0.5 0.2
C 0.19575 -0.53005 6.14315 0.0 0.0 0.0
C -1.10215 0.02503 5.57806 0.0 0.0 0.0
N -1.77357 -0.91864 4.68572 0.0 -0.1 0.0
C -2.78789 -1.77498 5.31144 0.0 0.0 0.0
C -4.16780 -1.14216 5.26083 0.0 0.0 0.0
C -1.50103 -1.01475 3.38094 0.0 0.1 0.0
S -0.23902 0.00035 2.77288 0.0 -0.1 0.0
N -2.19799 -1.94534 2.71267 0.1 0.0 0.0
C -2.34755 -2.00144 1.41022 -0.1 0.0 -0.1
O -2.02011 -1.13642 0.53433 -0.3 -0.2 -0.1
C -3.06217 -3.19915 0.87496 0.0 0.0 0.0
C -3.63416 -4.13430 1.73267 0.0 0.0 0.0
C -4.27931 -5.24708 1.21753 0.0 0.0 0.0
C -4.35546 -5.43234 -0.15595 0.0 0.0 0.0
C -3.78284 -4.50446 -1.01515 0.0 0.0 0.0
C -3.13865 -3.38986 -0.50264 0.0 0.0 0.0
H 0.63246 0.18236 6.84313 0.0 0.0 0.0
H 0.91933 -0.71861 5.35111 0.0 0.0 0.0
H 0.01775 -1.46422 6.67764 0.0 0.0 0.0
H -0.93462 0.95991 5.04469 0.0 0.0 0.0
H -1.80376 0.23775 6.38564 0.0 0.0 0.0
H -2.46591 -1.94242 6.34024 0.0 0.0 0.0
H -2.78850 -2.73293 4.79965 0.0 0.0 0.0
H -4.16607 -0.14878 5.71181 0.0 0.0 0.0
H -4.88842 -1.75520 5.80218 0.0 0.0 0.0
H -4.50047 -1.05284 4.22669 0.0 0.0 0.0
H -3.56846 -3.97939 2.79985 0.0 0.0 0.0
H -4.72395 -5.97042 1.88802 0.0 0.0 0.0
H -4.86132 -6.30099 -0.55702 0.0 0.0 0.0
H -3.83867 -4.65077 -2.08589 0.0 0.0 0.0
H -2.68024 -2.66287 -1.15860 0.0 0.0 0.0
N -0.24252 -0.29222 -1.59489 -0.3 0.3 0.1
C -0.42422 0.09001 -2.66965 0.2 -0.1 0.0
N -0.63056 0.50517 -3.88988 -0.1 -0.1 -0.1
C -1.33579 1.76831 -4.14027 0.0 0.0 0.0
C -2.18781 1.59518 -5.38544 0.0 0.0 0.0
O -1.40222 1.14197 -6.47147 0.0 0.0 0.0
C -0.84144 -0.13048 -6.20813 0.0 0.0 0.0
C 0.10874 -0.05452 -5.02751 0.0 0.0 0.0
H -0.60333 2.56556 -4.29362 0.0 0.0 0.0
H -1.94601 2.00936 -3.27011 0.0 0.0 0.0
H -2.61621 2.55110 -5.68225 0.0 0.0 0.0
H -3.00159 0.88606 -5.18765 0.0 0.0 0.0
H -0.30977 -0.43766 -7.10701 0.0 0.0 0.0
H -1.63895 -0.85528 -6.00078 0.0 0.0 0.0
H 0.94959 0.60497 -5.26306 0.0 0.0 0.0
H 0.49115 -1.03721 -4.75449 0.0 0.0 0.0
N -3.66365 3.18928 -0.02328 0.1 0.0 0.0
C -3.11574 1.94370 0.07792 0.0 0.0 0.0
N -1.82426 1.96078 0.23419 -0.3 0.4 -0.2
C -1.48036 3.30583 0.24956 0.1 0.0 0.0
C -0.22748 3.89914 0.41148 0.0 0.0 0.0
C -0.16807 5.27711 0.37940 0.0 0.0 0.0
C -1.32309 6.05816 0.19816 0.0 0.0 0.0
C -2.57070 5.48523 0.05009 0.0 0.0 0.0
C -2.62171 4.09438 0.08210 -0.1 0.0 0.0
H -4.63995 3.39844 -0.13325 0.0 0.0 0.0
H -3.71114 1.04325 0.03632 0.0 0.0 0.0
H 0.64918 3.28462 0.57476 0.0 0.0 0.0
H 0.78447 5.77429 0.50687 0.0 0.0 0.0
H -1.23217 7.13592 0.18479 0.0 0.0 0.0
H -3.45745 6.09130 -0.07785 0.0 0.0 0.0
O 1.43803 0.87096 0.55329 0.3 0.1 -0.1
As 2.73065 0.19030 -0.28766 -0.2 0.1 0.1
C 2.91418 1.12339 -1.95153 0.0 0.0 -0.1
C 2.04206 2.18649 -2.16577 0.0 0.0 0.0
C 2.16326 2.95116 -3.31734 0.0 0.0 0.0
C 3.14125 2.64996 -4.25534 0.0 0.0 0.0
C 4.01098 1.58961 -4.04006 0.0 0.0 0.0
C 3.90533 0.82939 -2.88372 0.0 0.0 0.0
C 4.27632 0.50170 0.78217 0.0 0.0 0.1
C 5.54492 0.15455 0.33064 0.0 0.0 0.0
C 6.64356 0.39022 1.14048 0.0 0.0 0.0
C 6.47035 0.96455 2.39393 0.0 0.0 0.0
C 5.20215 1.30109 2.84197 0.0 0.0 0.0
C 4.09491 1.07146 2.03635 0.0 0.0 0.0
C 2.53021 -1.69109 -0.53825 0.0 0.0 0.0
C 2.16533 -2.43469 0.58111 0.0 0.0 0.0
C 1.98826 -3.80364 0.46070 0.0 0.0 0.0
C 2.18898 -4.42598 -0.76429 0.0 0.0 0.0
C 2.56463 -3.68313 -1.87355 0.0 0.0 0.0
C 2.73222 -2.30911 -1.76502 -0.1 0.0 0.0
H 1.27977 2.41357 -1.43049 0.0 0.0 0.0
H 1.50341 3.79532 -3.47329 0.0 0.0 0.0
H 3.23511 3.24952 -5.15146 0.0 0.0 0.0
H 4.78195 1.36240 -4.76414 0.0 0.0 0.0
H 4.61101 0.02538 -2.71626 0.0 0.0 0.0
H 5.68787 -0.30720 -0.63925 0.0 0.0 0.0
H 7.63381 0.12328 0.79709 0.0 0.0 0.0
H 7.33060 1.14845 3.02367 0.0 0.0 0.0
H 5.07135 1.74361 3.82038 0.0 0.0 0.0
H 3.09871 1.33269 2.37113 0.0 0.0 0.0
H 2.00386 -1.95246 1.53870 0.0 0.0 0.0
H 1.68832 -4.38371 1.32321 0.0 0.0 0.0
H 2.05185 -5.49540 -0.85432 0.0 0.0 0.0
H 2.71981 -4.17099 -2.82665 0.0 0.0 0.0
H 2.98867 -1.73267 -2.64423 0.0 0.0 0.0
```
Forces are in eV/Å.

Atomic charges from the Löwdin analysis, expressed in e, are listed below: atom 1 (Pd): 0.69, atom 2 (C): -0.08, atom 3 (C): -0.25, atom 4 (N): -0.13, atom 5 (C): -0.20, atom 6 (C): -0.06, atom 7 (C): -0.65, atom 8 (S): 0.76, atom 9 (N): 0.12, atom 10 (C): -0.42, atom 11 (O): -0.18, atom 12 (C): -0.14, atom 13 (C): -0.02, atom 14 (C): -0.07, atom 15 (C): -0.08, atom 16 (C): -0.07, atom 17 (C): -0.02, atom 18 (H): 0.08, atom 19 (H): 0.05, atom 20 (H): 0.08, atom 21 (H): 0.08, atom 22 (H): 0.12, atom 23 (H): 0.12, atom 24 (H): 0.10, atom 25 (H): 0.07, atom 26 (H): 0.08, atom 27 (H): 0.07, atom 28 (H): 0.10, atom 29 (H): 0.11, atom 30 (H): 0.11, atom 31 (H): 0.10, atom 32 (H): 0.11, atom 33 (N): 0.15, atom 34 (C): -0.21, atom 35 (N): -0.07, atom 36 (C): -0.09, atom 37 (C): -0.18, atom 38 (O): -0.11, atom 39 (C): -0.18, atom 40 (C): -0.09, atom 41 (H): 0.12, atom 42 (H): 0.13, atom 43 (H): 0.13, atom 44 (H): 0.13, atom 45 (H): 0.13, atom 46 (H): 0.13, atom 47 (H): 0.13, atom 48 (H): 0.14, atom 49 (N): 0.12, atom 50 (C): -0.16, atom 51 (N): 0.08, atom 52 (C): -0.24, atom 53 (C): -0.02, atom 54 (C): -0.08, atom 55 (C): -0.09, atom 56 (C): -0.02, atom 57 (C): -0.20, atom 58 (H): 0.16, atom 59 (H): 0.13, atom 60 (H): 0.09, atom 61 (H): 0.10, atom 62 (H): 0.10, atom 63 (H): 0.11, atom 64 (O): -0.63, atom 65 (As): 1.25, atom 66 (C): -0.29, atom 67 (C): -0.10, atom 68 (C): -0.07, atom 69 (C): -0.07, atom 70 (C): -0.07, atom 71 (C): -0.10, atom 72 (C): -0.30, atom 73 (C): -0.09, atom 74 (C): -0.07, atom 75 (C): -0.07, atom 76 (C): -0.06, atom 77 (C): -0.08, atom 78 (C): -0.32, atom 79 (C): -0.10, atom 80 (C): -0.06, atom 81 (C): -0.06, atom 82 (C): -0.07, atom 83 (C): -0.10, atom 84 (H): 0.08, atom 85 (H): 0.11, atom 86 (H): 0.11, atom 87 (H): 0.11, atom 88 (H): 0.10, atom 89 (H): 0.10, atom 90 (H): 0.11, atom 91 (H): 0.11, atom 92 (H): 0.11, atom 93 (H): 0.10, atom 94 (H): 0.09, atom 95 (H): 0.11, atom 96 (H): 0.11, atom 97 (H): 0.11, atom 98 (H): 0.09

Record 2
Density functional theory data (ωB97M-V/def2-TZVPD) for C32H35Br2KN3O5S4 as an isolated structure.

Frontier orbital gap (eV): 7.72
Multiplicity: 1
HOMO level (eV): -5.7
Charge: -1
Energy above the lowest of the compared OMol25 structures with the same formula, charge and spin (kcal per mole): 23.9

Structure (XYZ):
```
82
Properties=species:S:1:pos:R:3:forces:R:3
K 0.86204 -0.19392 -1.19532 -0.5 0.2 0.1
C -3.21399 -2.11493 2.11929 -0.1 0.0 0.5
C -3.09721 -0.96049 3.11851 -0.4 -0.3 0.0
S -1.43174 -0.29168 3.14998 0.3 -0.1 0.0
C -1.62954 0.94083 4.44105 -0.1 0.3 0.3
C -2.46473 2.16199 4.04201 -0.1 -0.3 0.1
S -1.59095 3.20087 2.86226 0.1 0.1 -0.1
C -2.94945 3.76129 1.81694 -0.3 0.1 -0.2
C -3.69966 2.68608 1.02641 -0.3 0.3 0.3
S -2.57615 1.67585 0.06896 0.4 0.0 -0.2
C -3.74585 0.62393 -0.79307 -0.2 -0.1 -0.1
C -4.20324 -0.57758 0.03260 -0.3 0.2 0.0
S -2.84609 -1.70555 0.41224 0.2 -0.1 -0.3
H -2.51835 -2.90582 2.40641 0.1 0.0 -0.1
H -4.21361 -2.55354 2.19993 0.0 0.1 0.0
H -3.82784 -0.19130 2.85951 0.1 0.1 0.0
H -3.37560 -1.33844 4.10960 0.1 0.0 0.0
H -2.05910 0.50706 5.35112 0.0 -0.1 -0.1
H -0.61619 1.24505 4.71132 0.0 0.0 -0.1
H -3.39280 1.81779 3.58871 0.0 0.0 -0.1
H -2.74473 2.73480 4.92983 0.1 0.0 0.0
H -3.66681 4.33633 2.40982 0.0 -0.1 0.0
H -2.49506 4.47032 1.12141 0.1 -0.1 0.0
H -4.32171 2.08312 1.69782 0.1 -0.1 0.0
H -4.39342 3.20843 0.35911 0.0 0.0 0.0
H -4.62186 1.19834 -1.11142 0.1 0.1 0.1
H -3.21819 0.29840 -1.68763 0.1 0.0 0.0
H -4.64879 -0.21937 0.96397 0.0 -0.1 0.0
H -4.99058 -1.10824 -0.51139 0.1 0.0 0.0
Br -1.22168 2.80375 -4.37187 0.3 -0.3 0.1
C 0.36830 1.70214 -4.25750 -0.2 0.1 -0.3
C 0.60586 0.80354 -5.28326 -0.2 0.0 -0.1
C 1.78764 0.08754 -5.21776 0.1 -0.1 -0.1
C 2.65819 0.30072 -4.16738 0.1 0.2 0.2
C 2.31013 1.21606 -3.18305 0.0 0.1 -0.1
N 1.15377 1.90037 -3.23836 0.3 0.3 0.3
C 3.19862 1.40973 -1.94192 0.0 -0.3 0.1
O 3.19765 0.41400 -1.16222 0.8 0.3 -0.1
O 3.79738 2.47720 -1.83045 0.2 0.4 0.0
H -0.11383 0.66723 -6.07772 0.0 0.0 0.0
H 2.02556 -0.64220 -5.98270 0.0 0.0 0.0
H 3.59786 -0.22274 -4.07444 0.0 -0.1 0.0
Br -2.32496 -5.35911 -6.12790 0.0 -0.1 0.0
C -2.59212 -3.61325 -5.42237 -0.1 0.1 0.0
C -3.67810 -2.87032 -5.85873 0.0 0.0 0.0
C -3.85946 -1.59637 -5.33985 0.0 0.0 0.0
C -2.97595 -1.08981 -4.39796 0.0 0.0 0.0
C -1.89180 -1.84715 -3.97038 -0.2 0.1 -0.1
C -1.69450 -3.11674 -4.49709 0.1 -0.1 0.0
C -0.91173 -1.26064 -2.96121 -0.2 -0.3 -0.6
O 0.18512 -1.84968 -2.85355 -0.3 -0.3 -0.2
O -1.29844 -0.22296 -2.37266 -0.3 -0.1 -0.2
H -4.36258 -3.27364 -6.59191 0.0 0.0 0.0
H -4.69374 -0.99566 -5.67935 0.0 0.0 0.0
H -3.08451 -0.09348 -3.98969 -0.1 0.0 0.0
H -0.83600 -3.68898 -4.17365 0.0 0.0 0.0
C 5.22329 1.11997 2.08066 0.1 0.0 0.1
N 3.84290 1.05769 2.58496 0.0 0.0 -0.1
N 3.17871 -0.08588 2.11692 0.2 0.2 0.1
C 1.97537 0.23704 1.53369 0.0 0.2 0.0
O 1.18879 -0.58975 1.10281 -0.1 -0.3 0.9
C 1.89864 1.69577 1.59595 0.2 -0.5 0.2
C 3.02489 2.11870 2.18547 0.2 0.4 -0.1
C 3.50795 3.51812 2.35451 -0.1 -0.1 0.1
C 3.64524 -1.37116 2.44271 -0.2 0.2 -0.2
C 3.55827 -2.36947 1.47905 0.1 -0.1 0.1
C 3.99423 -3.64540 1.79826 0.0 0.1 0.0
C 4.53506 -3.91527 3.04947 0.0 0.0 0.0
C 4.63960 -2.90255 3.99151 0.0 0.1 -0.1
C 4.18333 -1.62556 3.69486 0.1 -0.1 0.1
H 5.75471 0.22530 2.40333 0.0 0.0 0.0
H 5.70983 1.98134 2.53464 0.0 0.0 -0.1
H 5.23584 1.19337 0.99062 0.0 0.0 0.0
H 1.10420 2.29781 1.19474 -0.1 0.0 0.0
H 2.70042 4.20802 2.12467 0.0 0.0 0.0
H 4.32751 3.72440 1.66679 0.0 0.0 -0.1
H 3.85115 3.70136 3.37355 0.0 0.0 0.0
H 3.16505 -2.13051 0.50321 0.0 0.0 0.0
H 3.92011 -4.42660 1.05422 0.0 -0.1 0.0
H 4.87759 -4.91428 3.28435 0.0 0.0 0.0
H 5.06490 -3.10749 4.96446 0.0 0.0 0.0
H 4.23696 -0.82417 4.41953 0.0 0.0 0.0
```
Forces are in eV/Å.

Atomic charges from the Löwdin analysis, expressed in e, are listed below: atom 1 (K): 0.89, atom 2 (C): -0.57, atom 3 (C): -0.56, atom 4 (S): 0.88, atom 5 (C): -0.56, atom 6 (C): -0.55, atom 7 (S): 0.84, atom 8 (C): -0.56, atom 9 (C): -0.57, atom 10 (S): 0.88, atom 11 (C): -0.54, atom 12 (C): -0.53, atom 13 (S): 0.88, atom 14 (H): 0.07, atom 15 (H): 0.08, atom 16 (H): 0.05, atom 17 (H): 0.08, atom 18 (H): 0.07, atom 19 (H): 0.06, atom 20 (H): 0.05, atom 21 (H): 0.07, atom 22 (H): 0.07, atom 23 (H): 0.07, atom 24 (H): 0.06, atom 25 (H): 0.08, atom 26 (H): 0.08, atom 27 (H): 0.03, atom 28 (H): 0.06, atom 29 (H): 0.07, atom 30 (Br): 0.68, atom 31 (C): -0.72, atom 32 (C): -0.12, atom 33 (C): -0.06, atom 34 (C): -0.01, atom 35 (C): -0.23, atom 36 (N): 0.10, atom 37 (C): -0.70, atom 38 (O): -0.14, atom 39 (O): 0.00, atom 40 (H): 0.10, atom 41 (H): 0.11, atom 42 (H): 0.12, atom 43 (Br): 0.69, atom 44 (C): -0.68, atom 45 (C): -0.15, atom 46 (C): -0.08, atom 47 (C): -0.02, atom 48 (C): -0.11, atom 49 (C): -0.07, atom 50 (C): -0.68, atom 51 (O): -0.10, atom 52 (O): -0.17, atom 53 (H): 0.09, atom 54 (H): 0.10, atom 55 (H): 0.10, atom 56 (H): 0.11, atom 57 (C): -0.01, atom 58 (N): -0.06, atom 59 (N): 0.04, atom 60 (C): -0.46, atom 61 (O): -0.11, atom 62 (C): 0.08, atom 63 (C): -0.27, atom 64 (C): -0.02, atom 65 (C): -0.19, atom 66 (C): 0.02, atom 67 (C): -0.07, atom 68 (C): -0.11, atom 69 (C): -0.10, atom 70 (C): -0.03, atom 71 (H): 0.08, atom 72 (H): 0.08, atom 73 (H): 0.10, atom 74 (H): 0.12, atom 75 (H): 0.08, atom 76 (H): 0.09, atom 77 (H): 0.08, atom 78 (H): 0.12, atom 79 (H): 0.10, atom 80 (H): 0.09, atom 81 (H): 0.10, atom 82 (H): 0.11

Record 3
Density functional theory data (ωB97M-V/def2-TZVPD) for a 2-piece molecular cluster, C4H13NPS overall in a non-equilibrium geometry.

Frontier orbital gap (eV): 7.16
Multiplicity: 1
HOMO level (eV): -13.2
Charge: +1
Energy above the lowest of the compared OMol25 structures with the same formula, charge and spin (kcal per mole): 57.8

Structure (XYZ):
```
20
Properties=species:S:1:pos:R:3:forces:R:3
C -1.75883 -0.75165 0.83898 -0.5 -2.6 -1.4
C 2.09694 -1.84650 1.39047 2.0 5.0 -0.9
C -1.81976 3.37492 -0.57072 -2.6 -1.9 -0.7
C 2.07645 -0.42102 -2.51652 0.3 -0.4 0.0
N -0.38532 -1.33432 1.03785 -0.8 0.5 0.4
P 0.99958 -0.68954 0.44153 -0.6 0.4 1.5
S 1.35387 -1.64366 -1.73053 0.9 -0.7 -0.5
H -2.01107 -0.10165 1.67981 0.0 0.4 -0.6
H -1.85867 -0.32901 -0.26361 0.1 -0.6 2.6
H -2.42865 -1.72302 0.95317 0.9 2.3 -0.6
H 2.18694 -1.44763 2.38485 -0.8 0.1 0.8
H 3.13600 -1.64080 1.11339 -0.1 -0.9 -0.7
H 1.70947 -2.75828 1.32232 -0.9 -4.1 -0.1
H -2.97217 3.54980 -0.69843 2.1 -0.2 0.6
H -1.56812 3.21862 0.49335 -0.2 0.0 -0.6
H -1.34132 4.25813 -0.95199 0.5 0.0 -0.4
H -1.66911 2.38265 -1.18315 0.2 2.1 1.1
H 2.97357 -0.67105 -3.15854 -1.4 0.6 0.3
H 1.67389 0.59873 -2.38862 0.8 -0.3 0.0
H -0.39368 -2.02472 1.80640 0.4 0.4 -0.9
```
Forces are in eV/Å.

Atomic charges from the natural (NBO) analysis, expressed in e, are listed below: atom 1 (C): -0.43, atom 2 (C): -0.95, atom 3 (C): -0.86, atom 4 (C): -0.35, atom 5 (N): -0.95, atom 6 (P): 1.06, atom 7 (S): 0.24, atom 8 (H): 0.23, atom 9 (H): 0.23, atom 10 (H): 0.23, atom 11 (H): 0.28, atom 12 (H): 0.26, atom 13 (H): 0.23, atom 14 (H): 0.23, atom 15 (H): 0.21, atom 16 (H): 0.23, atom 17 (H): 0.19, atom 18 (H): 0.26, atom 19 (H): 0.24, atom 20 (H): 0.42

Question: The highest frontier orbital gap belongs to which entry?
Answer: C42H44AsN6O3PdS